(1)
Here is a structure of composition C12H19EuN2O5 at a distorted geometry from OMol25. Energies are from the ωB97M-V functional and the def2-TZVPD basis.

Element x y z (Å)
Eu 0.25 0.04 0.19
C 1.18 -2.05 1.84
C 2.41 -1.70 1.27
C 2.68 -2.03 -0.03
C 1.72 -2.64 -0.81
C 0.46 -2.89 -0.29
C 0.17 -2.64 1.06
H 1.00 -1.80 2.88
H 3.14 -1.15 1.90
H 3.63 -1.76 -0.47
H 1.92 -2.72 -1.87
H -0.35 -3.17 -0.97
H -0.82 -2.79 1.50
C -1.01 -0.16 5.02
O -1.65 0.78 4.13
C -1.32 0.84 2.90
O -0.45 0.10 2.37
N -1.98 1.79 2.20
N -1.65 1.91 0.86
H -1.57 -0.03 5.98
H 0.01 0.14 5.17
H -1.13 -1.16 4.67
H -2.77 2.34 2.57
H -1.24 2.84 0.66
H -2.48 1.85 0.29
C -1.02 2.16 -3.32
C 0.00 1.09 -2.95
C 0.79 0.59 -4.08
O -0.71 -0.04 -2.32
C 0.84 1.42 -1.71
O 0.22 2.00 -0.74
O 1.78 0.68 -1.33
H -1.74 1.61 -3.93
H -0.53 2.91 -3.92
H -1.51 2.65 -2.51
H 0.18 0.24 -4.90
H 1.47 -0.19 -3.77
H 1.35 1.39 -4.56
H -1.30 -0.46 -2.96

Computed properties:
⟨S²⟩: 12.018
HOMO energy (alpha / beta) (Eh): -0.62113 / -0.62231
Net charge: +2
Energy relative to the best compared isomer or geometry (same formula, charge and spin) (eV): 0.000
Spin multiplicity: 7
Kohn-Sham gap (alpha / beta) (Ha): 0.3009 / 0.3764

---

(2)
Here is a cluster of 2 separate species, C3H8ClNOS in total at a distorted geometry from OMol25. Energies are from the ωB97M-V functional and the def2-TZVPD basis.

Element x y z (Å)
C 0.86 -0.25 1.49
C 0.52 1.67 -0.25
C -1.66 -0.85 -1.58
N 1.08 0.36 0.18
O 1.69 -1.92 -0.61
S 1.27 -0.63 -1.19
Cl -2.01 -2.53 -1.84
H 0.81 -1.33 1.22
H 1.77 -0.21 2.03
H -0.03 0.29 1.92
H -0.22 1.46 -0.98
H -0.01 2.33 0.52
H 1.29 2.39 -0.58
H -1.89 -0.10 -2.38
H -1.79 -0.52 -0.51

Computed properties:
HOMO energy (alpha / beta) (Eh): -0.27878 / -0.31022
Energy relative to the best compared isomer or geometry (same formula, charge and spin) (eV): 2.705
Kohn-Sham gap (alpha / beta) (Ha): 0.2757 / 0.3031

---

(3)
Here is an isolated molecule of C9H10N6O6 at a distorted geometry from OMol25. Energies are from the ωB97M-V functional and the def2-TZVPD basis.

Element x y z (Å)
C -0.07 2.79 -1.11
N -0.60 1.66 -1.28
N 0.18 0.35 -1.56
C 1.39 0.65 -2.42
C -0.82 -0.40 -2.46
C 0.51 -0.23 -0.11
C 0.11 -1.63 0.37
N 0.67 -2.77 -0.32
O 0.45 -3.93 0.11
O 1.38 -2.58 -1.34
C -0.59 -1.94 1.56
C -1.00 -0.98 2.51
N -1.66 -1.36 3.73
O -2.02 -0.49 4.54
O -1.82 -2.59 3.94
C -0.52 0.34 2.25
N -0.59 1.41 3.10
O 0.10 2.39 2.39
N 0.62 1.94 1.20
O 1.34 2.68 0.52
C 0.18 0.66 1.04
H -0.75 3.58 -0.73
H 0.89 3.12 -1.50
H 1.16 0.52 -3.50
H 1.72 1.69 -2.28
H 2.19 -0.05 -2.17
H -0.51 -0.33 -3.52
H -0.90 -1.43 -2.13
H -1.75 0.20 -2.37
H 1.61 -0.27 -0.22
H -0.89 -2.97 1.75

Computed properties:
HOMO energy (Eh): -0.31007
Energy relative to the best compared isomer or geometry (same formula, charge and spin) (eV): 1.619
Kohn-Sham gap (Ha): 0.2755
SMILES: C=N[N+](C)(C)[C@@H]1C(=[N+]([O-])[O-])C=C([N+](=O)[O-])c2no[n+]([O-])c21

---

(4)
Here is a structure of composition C4H6InO2 at a distorted geometry from OMol25. Energies are from the ωB97M-V functional and the def2-TZVPD basis.

Element x y z (Å)
O -2.37 1.13 0.09
C -1.14 0.63 -0.38
C -0.68 -0.43 0.62
C 0.62 -1.01 0.28
C 1.61 -1.54 -0.22
H -2.70 1.80 -0.52
H -0.39 1.44 -0.45
H -1.24 0.18 -1.38
H -1.41 -1.25 0.65
H -0.63 0.01 1.63
H 2.39 -2.27 -0.41
O 3.38 0.96 -0.66
In 2.56 0.35 0.76

Computed properties:
HOMO energy (alpha / beta) (Eh): -0.53725 / -0.53724
Net charge: +1
Energy relative to the best compared isomer or geometry (same formula, charge and spin) (eV): 5.148
Kohn-Sham gap (alpha / beta) (Ha): 0.2576 / 0.2586

---

(5)
Here is a structure of composition C32H35Cl2HfN5O5PS2 at a distorted geometry from OMol25. Energies are from the ωB97M-V functional and the def2-TZVPD basis.

Element x y z (Å)
Hf 0.35 -0.10 -0.82
Cl 5.46 -2.80 2.81
C 4.30 -2.56 1.55
C 3.80 -1.27 1.35
C 2.87 -1.05 0.36
N 2.28 0.19 0.01
C 2.92 1.37 0.18
O 3.91 1.61 0.85
C 2.30 2.46 -0.66
C 2.89 3.70 -0.72
C 2.34 4.67 -1.53
C 1.20 4.36 -2.26
C 0.66 3.10 -2.14
N 1.20 2.14 -1.37
C 2.45 -2.12 -0.45
C 2.96 -3.39 -0.26
C 3.88 -3.61 0.74
Cl 4.49 -5.21 0.96
N 1.52 -1.73 -1.46
C 1.72 -2.17 -2.74
O 2.42 -3.08 -3.11
C 0.97 -1.34 -3.75
C 1.04 -1.68 -5.08
C 0.42 -0.87 -6.02
C -0.26 0.25 -5.57
C -0.30 0.51 -4.21
N 0.30 -0.27 -3.30
H 4.14 -0.46 1.98
H 3.78 3.86 -0.12
H 2.79 5.66 -1.60
H 0.72 5.09 -2.91
H -0.23 2.83 -2.68
H 2.65 -4.20 -0.90
H 1.61 -2.57 -5.35
H 0.47 -1.11 -7.07
H -0.75 0.92 -6.25
H -0.83 1.37 -3.84
O -1.61 1.14 -1.77
C -2.88 0.71 -2.32
C -3.90 0.50 -1.22
C -3.39 -0.43 -0.12
C -2.90 -1.74 -0.66
C -3.78 -2.81 -0.71
C -3.37 -4.03 -1.21
C -2.06 -4.14 -1.65
C -1.25 -3.03 -1.59
N -1.63 -1.83 -1.11
H -1.78 1.87 -1.16
H -2.68 -0.21 -2.86
H -3.23 1.46 -3.03
H -4.81 0.11 -1.68
H -4.17 1.47 -0.77
H -4.19 -0.62 0.60
H -2.59 0.05 0.43
H -4.79 -2.67 -0.35
H -4.04 -4.88 -1.24
H -1.67 -5.07 -2.04
H -0.23 -3.11 -1.92
C -2.68 -1.16 3.78
C -2.23 0.24 4.14
C -3.14 1.32 3.61
O -0.84 0.51 3.74
P -0.07 0.40 2.38
S -0.10 -1.40 1.52
S -0.71 1.74 1.02
O 1.40 0.67 2.83
C 1.99 1.73 3.68
C 1.85 1.32 5.13
C 1.42 3.10 3.38
H -3.61 -1.37 4.30
H -1.94 -1.90 4.07
H -2.86 -1.25 2.70
H -2.16 0.32 5.22
H -3.13 1.33 2.52
H -2.85 2.31 3.97
H -4.16 1.12 3.94
H 3.03 1.69 3.37
H 0.83 1.48 5.49
H 2.53 1.93 5.73
H 2.12 0.28 5.27
H 0.35 3.14 3.60
H 1.57 3.38 2.34
H 1.93 3.82 4.02

Computed properties:
HOMO energy (Eh): -0.37268
Net charge: +1
Energy relative to the best compared isomer or geometry (same formula, charge and spin) (eV): 0.194
Kohn-Sham gap (Ha): 0.2551

---

(6)
Here is a cluster of 2 separate species, C8H8F3N3 in total at a distorted geometry from OMol25. Energies are from the ωB97M-V functional and the def2-TZVPD basis.

Element x y z (Å)
C 2.37 -0.58 1.00
C 2.14 0.38 1.98
C 1.38 -0.92 0.12
C 0.87 0.98 2.13
C 0.19 -0.25 0.14
C -0.10 0.66 1.17
C -0.97 -0.30 -0.64
C -1.33 -1.43 -1.52
N -1.44 0.85 1.21
N -2.01 0.26 0.05
N -0.09 1.54 -2.06
F -1.69 -2.53 -0.84
F -2.29 -1.27 -2.42
F -0.27 -1.90 -2.20
H 3.34 -1.09 1.06
H 2.82 0.75 2.71
H 1.77 -1.70 -0.54
H 0.62 1.84 2.72
H -1.84 1.69 1.45
H -2.74 0.72 -0.47
H -1.04 1.61 -2.61
H 0.32 0.70 -2.43

Computed properties:
HOMO energy (alpha / beta) (Eh): -0.24788 / -0.31484
Energy relative to the best compared isomer or geometry (same formula, charge and spin) (eV): 2.744
Kohn-Sham gap (alpha / beta) (Ha): 0.2430 / 0.3053

---

(7)
Here is an isolated molecule of C4H11N3O at a distorted geometry from OMol25. Energies are from the ωB97M-V functional and the def2-TZVPD basis.

Element x y z (Å)
N -0.22 2.60 0.86
C -1.35 1.66 0.93
C -0.94 0.18 0.71
C 0.04 -0.02 -0.46
N -0.58 -0.14 -1.78
C 0.82 -1.30 -0.21
N 2.12 -1.11 0.15
O 0.32 -2.40 -0.28
H -0.27 3.21 0.06
H -0.11 3.14 1.70
H -2.07 1.96 0.16
H -1.74 1.68 1.94
H -1.86 -0.38 0.50
H -0.45 -0.18 1.61
H 0.70 0.82 -0.46
H -1.46 0.37 -1.83
H -0.80 -1.11 -1.97
H 2.73 -1.90 0.30
H 2.61 -0.24 0.06

Computed properties:
HOMO energy (Eh): -0.33390
Energy relative to the best compared isomer or geometry (same formula, charge and spin) (eV): 0.630
Kohn-Sham gap (Ha): 0.3680
SMILES: NCC[C@H](N)C(N)=O